Arrangement P

Entry from the Open Molecules 2025 dataset: a cluster of 2 separate species, C3H10N2O2 in total (ωB97M-V with the def2-TZVPD basis set).

Cartesian coordinates (Å):
C: -1.5947 -0.7433 0.3519
N: -0.1610 -0.3682 0.2593
C: 0.3848 0.6277 -0.4783
N: -0.4812 1.5909 -0.9426
O: 1.5907 0.6695 -0.7119
C: -1.7765 -2.2417 0.2390
H: -2.1119 -0.1770 -0.4259
H: -1.9270 -0.3649 1.3117
H: 0.4648 -1.1451 0.3802
H: -0.1829 2.0699 -1.7725
H: -1.3375 1.7908 -0.4231
H: -1.1844 -2.7269 -0.5413
H: -2.8153 -2.4138 -0.0582
H: -1.6303 -2.7148 1.2052
H: 3.7667 2.2643 -0.0797
H: 4.4927 1.5654 1.1394
O: 4.5030 2.3173 0.5470

**Total charge**: -1
**Lowest unoccupied orbital energy (spin up / spin down)**: 0.1423 / 0.1403 hartree
**HOMO-LUMO gap (spin up / spin down)**: 0.10220 / 0.35956 Ha
**HOMO (spin up / spin down)**: 0.0401 / -0.2192 hartree
**Spin multiplicity**: 2

Arrangement Q

Entry from the Open Molecules 2025 dataset: a cluster of 2 separate species, C3H10N2O2 in total (ωB97M-V with the def2-TZVPD basis set).

Cartesian coordinates (Å):
O: -2.5901 -1.6542 -1.3172
C: -1.8286 -1.1936 -0.4979
C: -0.9922 0.0261 -0.7714
N: -0.0922 0.3212 0.3241
C: 0.5654 1.6254 0.1607
N: 1.3576 1.9690 1.3206
H: -1.8032 -1.6058 0.5265
H: -1.6915 0.8465 -0.9250
H: -0.4894 -0.0988 -1.7254
H: 0.6839 -0.3544 0.3061
H: 1.2194 1.6113 -0.7223
H: -0.2112 2.3898 0.0486
H: 2.2547 1.5011 1.3043
H: 0.8622 1.6785 2.1525
H: 2.7290 -1.9612 0.7500
H: 2.7009 -0.8377 -0.4142
O: 2.3916 -1.0822 0.4857

**Total charge**: -1
**Lowest unoccupied orbital energy (spin up / spin down)**: 0.1362 / 0.1319 hartree
**HOMO-LUMO gap (spin up / spin down)**: 0.11454 / 0.34319 Ha
**HOMO (spin up / spin down)**: 0.0216 / -0.2113 hartree
**Spin multiplicity**: 2

Most stable to least stable, the ends of the list are arrangement P and arrangement Q.

Arrangement P

Entry from the Open Molecules 2025 dataset: the molecule C4H3NO2 (ωB97M-V with the def2-TZVPD basis set).

Cartesian coordinates (Å):
C: -0.2958 0.7387 -1.0157
C: -1.3842 -0.1325 -0.7982
C: 0.5620 0.5409 -0.0026
C: -0.9612 -1.0544 0.1246
N: 0.1264 -0.5290 0.8011
O: 2.0032 -0.8663 2.1839
O: 0.7781 -1.2351 1.7737
H: -0.1110 1.6142 -1.6222
H: -2.2453 -0.0113 -1.4169
H: 1.5277 0.9349 -0.0277

**Total charge**: 0
**Lowest unoccupied orbital energy (spin up / spin down)**: -0.0615 / -0.0649 hartree
**HOMO-LUMO gap (spin up / spin down)**: 0.28415 / 0.27704 Ha
**HOMO (spin up / spin down)**: -0.3457 / -0.3419 hartree

Arrangement Q

Entry from the Open Molecules 2025 dataset: the molecule C4H3NO2 (ωB97M-V with the def2-TZVPD basis set).

Cartesian coordinates (Å):
N: 2.0980 -0.0144 0.5894
C: 1.0751 -0.0076 -0.1878
C: -0.0563 -0.9444 0.1408
C: -1.3013 -0.4140 0.1993
C: -1.3647 0.9483 -0.1551
O: -1.7718 2.0085 -0.2869
O: 0.6924 0.6847 -1.1987
H: 2.7690 0.6921 0.2751
H: 0.0880 -2.0142 0.2180
H: -2.2284 -0.9389 0.4060

**Total charge**: 0
**Lowest unoccupied orbital energy**: -0.0501 hartree
**HOMO-LUMO gap**: 0.28163 Ha
**HOMO**: -0.3317 hartree

Most stable to least stable, the ends of the list are arrangement Q and arrangement P.

Arrangement P

Entry from the Open Molecules 2025 dataset: the molecule C4H3NO2 (ωB97M-V with the def2-TZVPD basis set).

Cartesian coordinates (Å):
O: 1.0630 1.8162 -0.5538
C: 0.9676 0.6310 -0.7274
C: 0.4824 -2.6166 0.1302
N: 0.1014 -1.5180 -0.0478
C: -0.2639 -0.1726 -0.2708
C: -0.8869 0.4900 0.9677
O: -0.8952 -0.0175 2.0549
H: 1.7485 0.0222 -1.2270
H: -0.9975 -0.1212 -1.0905
H: -1.3194 1.4864 0.7647

**Total charge**: 0
**Lowest unoccupied orbital energy**: 0.0042 hartree
**HOMO-LUMO gap**: 0.39638 Ha
**HOMO**: -0.3922 hartree

Arrangement Q

Entry from the Open Molecules 2025 dataset: the molecule C4H3NO2 (ωB97M-V with the def2-TZVPD basis set).

Cartesian coordinates (Å):
O: -1.7723 -2.0060 -0.3031
C: -1.1273 -1.0116 -0.1856
C: -1.4535 0.3671 -0.7679
C: -0.4783 1.1348 -0.6757
C: 0.8690 1.1745 -0.1468
O: 0.8352 0.1056 0.8290
N: 0.1957 -1.1056 0.4584
H: 1.6072 0.9787 -0.9347
H: 1.1497 2.0504 0.4388
H: 0.1746 -1.6878 1.2874

**Total charge**: 0
**Lowest unoccupied orbital energy**: -0.0275 hartree
**HOMO-LUMO gap**: 0.33520 Ha
**HOMO**: -0.3627 hartree
**SMILES**: O=C1C#CCON1

Most stable to least stable, the ends of the list are arrangement P and arrangement Q.

Arrangement P

Entry from the Open Molecules 2025 dataset: the molecule C4H3NO2 (ωB97M-V with the def2-TZVPD basis set).

Cartesian coordinates (Å):
O: 0.5238 1.7327 -1.6091
C: 0.3120 0.8525 -0.7719
C: 1.2246 0.1261 0.1572
C: 0.4515 -0.7049 0.8940
C: -0.9713 -0.6397 0.4066
O: -1.8594 -1.4143 0.6893
N: -0.9775 0.3434 -0.5974
H: 2.2896 0.3471 0.2292
H: 0.7631 -1.2957 1.7294
H: -1.7564 0.6529 -1.1272

**Total charge**: 0
**Lowest unoccupied orbital energy**: -0.0334 hartree
**HOMO-LUMO gap**: 0.35264 Ha
**HOMO**: -0.3860 hartree
**SMILES**: O=C1C=CC(=O)N1

Arrangement Q

Entry from the Open Molecules 2025 dataset: the molecule C4H3NO2 (ωB97M-V with the def2-TZVPD basis set).

Cartesian coordinates (Å):
N: -1.3482 2.6397 -1.3941
C: -0.9541 1.7752 -0.7501
C: -0.2965 0.6013 -0.2258
C: -0.8362 -0.2804 0.6339
O: -0.0868 -1.4175 0.6390
C: 1.0948 -0.9462 0.1008
O: 0.7470 0.0541 -0.7866
H: -1.7163 -0.2265 1.3553
H: 1.7414 -0.4876 0.8530
H: 1.6548 -1.7121 -0.4252

**Total charge**: 0
**Lowest unoccupied orbital energy**: 0.0272 hartree
**HOMO-LUMO gap**: 0.35900 Ha
**HOMO**: -0.3318 hartree
**SMILES**: N#CC1=COCO1

Arrangement R

Entry from the Open Molecules 2025 dataset: a structure of composition C4H3NO2 (ωB97M-V with the def2-TZVPD basis set).

Cartesian coordinates (Å):
C: -0.7136 -0.9900 -0.1954
C: -0.3810 1.7324 0.2210
C: 0.2756 -0.4422 -0.8249
C: 1.1040 -0.9173 0.4420
N: 0.0816 -1.4647 0.9393
O: -1.0166 2.1391 -0.6576
O: 0.1952 1.5129 1.2031
H: -1.8120 -0.8522 -0.2262
H: 0.2039 0.1592 -1.6769
H: 2.0630 -0.8770 0.7756

**Total charge**: 0
**Lowest unoccupied orbital energy (spin up / spin down)**: -0.0079 / -0.0079 hartree
**HOMO-LUMO gap (spin up / spin down)**: 0.33142 / 0.33139 Ha
**HOMO (spin up / spin down)**: -0.3393 / -0.3393 hartree

Most stable to least stable, the ends of the list are arrangement P and arrangement R.

Arrangement P

Entry from the Open Molecules 2025 dataset: the molecule C4H3NO2 (ωB97M-V with the def2-TZVPD basis set).

Cartesian coordinates (Å):
O: -2.5587 1.1318 -0.0725
C: -1.4549 1.3228 -0.5154
C: -0.3371 0.4002 -0.1826
N: 0.4282 -0.1784 -1.0464
C: 1.2096 -1.0259 -0.2844
C: 0.8706 -0.8889 1.0176
O: -0.1448 0.0148 1.0944
H: -1.2304 2.1462 -1.2212
H: 1.9690 -1.6436 -0.7398
H: 1.2487 -1.2790 1.9503

**Total charge**: 0
**Lowest unoccupied orbital energy**: 0.0052 hartree
**HOMO-LUMO gap**: 0.36906 Ha
**HOMO**: -0.3639 hartree
**SMILES**: O=Cc1ncco1

Arrangement Q

Entry from the Open Molecules 2025 dataset: the molecule C4H3NO2 (ωB97M-V with the def2-TZVPD basis set).

Cartesian coordinates (Å):
O: -2.4999 0.7029 -0.3880
C: -1.6642 -0.0267 -0.8677
C: -0.3388 -0.2431 -0.2354
C: 0.3621 0.6537 0.6146
C: 1.5457 0.0244 0.7943
O: 1.5509 -1.1529 0.1451
N: 0.3683 -1.3109 -0.5159
H: -1.8062 -0.5344 -1.8386
H: 0.0219 1.6096 0.9806
H: 2.4603 0.2774 1.3111

**Total charge**: 0
**Lowest unoccupied orbital energy**: 0.0034 hartree
**HOMO-LUMO gap**: 0.38943 Ha
**HOMO**: -0.3860 hartree
**SMILES**: O=Cc1ccon1

Most stable to least stable, the ends of the list are arrangement P and arrangement Q.